(1)
Formula: C31H39AsBI2N7O4Sc
Source: OMol25
Level of theory: ωB97M-V with the def2-TZVPD basis set

Highest occupied orbital energy: -10.91 eV
E: -5505.7205 a.u.
Total charge: +1

```
86
C31H39AsBI2N7O4Sc ωB97M-V with the def2-TZVPD basis set
Sc -0.0558 0.2198 -0.0952
C 3.0263 2.0174 1.3345
C 2.7256 0.6119 1.7298
C 3.4202 -0.1327 2.6806
C 2.8005 -1.3656 2.7179
C 3.1139 -2.5461 3.5684
N 1.7946 -1.3461 1.8268
N 1.7466 -0.1315 1.1966
B 0.7750 -2.4559 1.5210
N -0.6262 -1.9704 1.9657
N -1.0736 -0.7457 1.5737
C -2.1898 -0.4893 2.2652
C -2.9069 0.8137 2.1627
C -2.4841 -1.5772 3.0874
C -1.4652 -2.4918 2.8766
C -1.2482 -3.8181 3.5165
N 0.8109 -2.7589 0.0153
N 0.6127 -1.7708 -0.9049
C 0.7995 -2.3233 -2.1115
C 0.6663 -1.5696 -3.3889
C 1.1130 -3.6740 -1.9655
C 1.1172 -3.9116 -0.6034
C 1.3989 -5.1777 0.1262
H 3.5720 2.5105 2.1367
H 3.6552 2.0458 0.4440
H 2.1237 2.5900 1.1318
H 4.2601 0.1920 3.2689
H 3.9654 -2.3202 4.2062
H 2.2703 -2.8080 4.2074
H 3.3605 -3.4186 2.9637
H 1.0414 -3.4426 2.1219
H -2.8206 1.2472 1.1644
H -3.9659 0.6931 2.3839
H -2.4952 1.5247 2.8809
H -3.3155 -1.6802 3.7628
H -2.0837 -4.0507 4.1725
H -1.1629 -4.6112 2.7737
H -0.3344 -3.8201 4.1107
H 0.0267 -0.6934 -3.2785
H 1.6394 -1.2255 -3.7441
H 0.2429 -2.2131 -4.1595
H 1.3152 -4.3843 -2.7479
H 1.5879 -5.9760 -0.5879
H 2.2753 -5.0756 0.7659
H 0.5578 -5.4713 0.7538
O -0.1605 1.9624 1.2292
C -0.6319 3.0994 1.0911
C -1.2056 3.6389 -0.1013
C -1.7000 4.9554 -0.0623
C -2.2358 5.4971 -1.1982
C -2.2949 4.7775 -2.3986
C -1.8159 3.4944 -2.4526
C -1.2626 2.8831 -1.3060
O -0.8212 1.6607 -1.3695
N -2.7580 6.8698 -1.1585
O -3.2172 7.3196 -2.1871
O -2.7092 7.4501 -0.0921
H -0.6048 3.7655 1.9643
H -1.6613 5.5375 0.8479
H -2.7205 5.2520 -3.2709
H -1.8527 2.9295 -3.3744
I 1.9064 1.5711 -2.2137
I 4.3393 0.5795 -2.4708
C -4.2679 -0.4990 -0.5653
As -2.5260 -0.9878 -1.2908
C -2.9449 -0.7617 -3.1813
C -2.5270 -2.9350 -1.0295
C -3.8115 -3.6136 -1.3937
C -4.0520 -4.0261 -2.7021
C -5.2579 -4.6182 -3.0466
C -6.2395 -4.8088 -2.0865
C -6.0063 -4.4119 -0.7786
C -4.8013 -3.8191 -0.4355
H -5.0500 -1.0379 -1.0985
H -4.4224 0.5732 -0.6839
H -4.3177 -0.7607 0.4891
H -3.9266 -1.1746 -3.4074
H -2.2015 -1.2544 -3.8043
H -2.9374 0.3059 -3.4023
H -2.2789 -3.0846 0.0255
H -1.6843 -3.3221 -1.6090
H -3.2838 -3.8939 -3.4549
H -5.4274 -4.9374 -4.0667
H -7.1778 -5.2749 -2.3544
H -6.7638 -4.5678 -0.0217
H -4.6206 -3.5181 0.5905
```


(2)
Formula: C31H39AsHgN5OS5
Source: OMol25
Level of theory: ωB97M-V with the def2-TZVPD basis set

Multiplicity: 2
Highest occupied orbital energy (alpha / beta): -6.75 / -7.47 eV
E: -5933.7604 a.u.
Total charge: 0

```
83
C31H39AsHgN5OS5 ωB97M-V with the def2-TZVPD basis set
Hg 1.1609 -0.4771 -0.5664
O 0.2450 -0.3933 2.9271
S -0.0055 0.9148 2.2366
C -1.0754 1.8429 3.3362
C -1.6422 1.1735 4.4057
C -2.5175 1.8597 5.2409
C -2.8190 3.1894 4.9933
C -2.2454 3.8468 3.9093
C -1.3735 3.1735 3.0713
C 1.4743 1.8904 2.4411
C 2.2479 1.7100 3.5788
C 3.4132 2.4428 3.7161
C 3.7936 3.3402 2.7227
C 3.0053 3.5161 1.5971
C 1.8335 2.7833 1.4471
H -1.3855 0.1357 4.5752
H -2.9652 1.3489 6.0839
H -3.5077 3.7173 5.6401
H -2.4784 4.8865 3.7198
H -0.9213 3.6799 2.2265
H 1.9339 0.9961 4.3305
H 4.0333 2.3125 4.5939
H 4.7207 3.8899 2.8217
H 3.3100 4.2084 0.8231
H 1.2183 2.8849 0.5603
S 1.8978 1.5587 -6.3185
C 1.3459 0.3887 -5.2729
S 2.4096 -0.5875 -4.3180
C 1.0644 -1.3420 -3.5265
N -0.0815 -0.9199 -3.9442
N 0.0798 0.0410 -4.9271
C -1.1300 0.6583 -5.3786
C -1.2753 1.0806 -6.6917
C -2.4631 1.6841 -7.0808
C -3.4995 1.8564 -6.1757
C -3.3509 1.4068 -4.8702
C -2.1687 0.8075 -4.4662
S 1.2865 -2.5240 -2.2660
H -0.4742 0.9395 -7.3996
H -2.5750 2.0143 -8.1054
H -4.4201 2.3331 -6.4862
H -4.1593 1.5201 -4.1590
H -2.0412 0.4532 -3.4529
C -2.3750 -1.3220 1.0745
C -3.4792 -2.3677 1.3962
N -3.2269 -3.6066 0.6605
C -1.9074 -4.1168 1.0367
C -0.8091 -3.0805 0.6670
N -1.4342 -1.8807 0.0959
C -2.1731 -2.2414 -1.1202
C -3.2382 -3.3207 -0.7769
H -1.8146 -1.0572 1.9695
H -2.8021 -0.4105 0.6490
H -4.4703 -2.0018 1.1202
H -3.4958 -2.6035 2.4625
H -1.7465 -5.0637 0.5175
H -1.9166 -4.3197 2.1098
H -0.1259 -3.4864 -0.0802
H -0.2313 -2.7707 1.5416
H -1.4606 -2.6007 -1.8606
H -2.6371 -1.3322 -1.5095
H -3.0347 -4.2522 -1.3083
H -4.2429 -2.9922 -1.0501
C -0.2861 3.3970 -3.5512
C -0.3196 2.6417 -2.3036
N -0.3490 2.0508 -1.3182
H -1.3012 3.5633 -3.9083
H 0.2670 2.8416 -4.3096
H 0.2016 4.3564 -3.3892
C 5.8782 -2.3769 2.1576
As 4.1129 -1.8968 1.5508
C 3.0336 -2.0595 3.1317
C 3.6143 -3.3676 0.4198
S 4.1384 -0.0212 0.6322
H 5.8546 -3.3321 2.6821
H 6.2309 -1.5928 2.8242
H 6.5387 -2.4387 1.2955
H 2.9018 -3.1181 3.3573
H 2.0674 -1.5784 2.9804
H 3.5619 -1.5729 3.9500
H 2.5794 -3.2579 0.1056
H 3.7469 -4.3006 0.9675
H 4.2509 -3.3521 -0.4619
```


- total charge of number 2 (C31H39AsHgN5OS5)?
  0


- The highest E belongs to which entry?
  C31H39AsBI2N7O4Sc


- The lowest E belongs to which entry?
  C31H39AsHgN5OS5


- What is the formula in the first record?
  C31H39AsBI2N7O4Sc